(1)
8
Properties=species:S:1:pos:R:3:forces:R:3 method="wB97M-V/def2-TZVPD" total_energy_ha=-463.93620 mol_weight_g_mol=59.9 largest_force_ev_per_a=2.6
H 0.10420 1.14360 -1.01418 -0.1 -1.0 0.8
H 2.43859 -1.05433 0.88195 -0.5 0.5 -0.8
C -2.22772 0.03566 0.06236 0.8 2.1 1.3
B 1.99987 -0.09353 0.26565 -2.5 -0.1 0.6
H -2.30346 -0.26494 1.12890 0.4 -0.1 -0.3
H 2.50921 0.98820 0.33851 0.0 -0.3 -0.6
S 0.07978 -0.08950 -0.38358 2.3 0.7 0.0
H -2.74338 -0.70426 -0.47160 -0.4 -1.8 -1.1

(2)
13
Properties=species:S:1:pos:R:3:forces:R:3 method="wB97M-V/def2-TZVPD" total_energy_ha=-452.54887 mol_weight_g_mol=117.1 largest_force_ev_per_a=5.7 charge=-1
H 2.51207 -0.73013 -0.91936 0.1 -0.5 -0.1
H 2.69922 -0.77391 0.72001 0.0 -0.1 -0.6
O -3.63988 0.98549 -0.14832 -0.5 0.2 0.4
C 1.69245 0.79554 0.03328 -2.8 -0.1 0.2
H 1.47638 0.97986 1.06849 0.1 0.4 0.5
H 1.83267 1.72451 -0.50765 0.0 0.0 -0.3
C -2.66907 0.28817 -0.02471 -0.1 -0.9 -0.7
N 2.72392 -0.17673 -0.10577 0.0 -0.1 0.3
C -0.44085 -0.10881 -0.05764 5.5 1.2 0.8
O -2.78354 -1.08577 -0.07031 -3.0 1.5 0.1
O -0.12086 -1.26986 0.09267 -1.2 -0.9 -0.5
N -1.37605 0.74034 0.03653 -0.6 1.0 -0.3
H -1.90645 -1.36869 -0.11721 2.5 -1.8 0.1

(3)
19
Properties=species:S:1:pos:R:3:forces:R:3 method="wB97M-V/def2-TZVPD" total_energy_ha=-269.19282 mol_weight_g_mol=89.2 largest_force_ev_per_a=12.6 charge=+1
C 0.27885 1.65642 0.75096 -0.4 0.9 0.5
H -0.68587 -0.44186 -0.57474 6.4 1.4 -6.1
H 1.04339 1.09851 1.30481 0.3 0.1 -0.6
H -0.25442 -0.75104 1.60746 -0.5 0.0 0.3
N 0.35849 -0.08294 -0.89816 4.6 2.0 -1.4
H -1.09634 1.67327 2.39334 0.1 -0.5 0.4
C -1.04678 1.26543 1.38885 -0.2 0.1 0.1
H -2.01122 -0.59975 1.94547 0.0 -0.4 -0.5
C 0.19310 1.36668 -0.73869 -0.7 -1.0 1.7
H 3.98558 -5.43759 -2.87055 -0.2 -0.1 0.0
N -1.42684 -0.56588 -0.08694 -10.9 -2.8 5.7
H -1.91408 1.70987 0.88611 0.2 0.0 -0.1
H 0.31564 -0.26927 -1.91190 -0.5 -0.4 0.0
H -1.62434 -1.55694 -0.30105 0.1 0.1 0.5
H -0.85836 1.59798 -1.01657 0.4 0.2 -0.5
C -1.19719 -0.25784 1.29534 0.7 0.7 0.9
H 0.47350 2.72055 0.91315 0.0 -0.1 -0.1
H 4.61896 -5.09227 -2.72988 0.2 0.1 0.0
H 0.84791 1.96669 -1.35699 0.4 -0.4 -0.6

(4)
82
Properties=species:S:1:pos:R:3:forces:R:3 method="wB97M-V/def2-TZVPD" total_energy_ha=-3407.33347 mol_weight_g_mol=706.3 spin_multiplicity=6 largest_force_ev_per_a=4.8 charge=+1 s_squared=8.765
C -2.26981 -4.66161 5.98086 -1.6 2.3 1.0
H 2.28426 0.45959 -1.72226 -0.3 -0.3 0.1
H -3.60017 -4.66350 4.33393 0.0 0.1 -0.4
O -1.25168 -2.20719 0.60099 0.5 0.7 -1.5
C -2.45337 -2.83170 4.15611 -1.1 -1.5 0.2
C 1.17762 6.74965 2.65064 1.2 -1.0 -0.4
H -0.88393 6.44746 2.36865 -0.1 -0.8 -0.4
O 0.07759 -0.55529 0.84652 0.2 0.0 -1.1
H -0.40906 2.55295 -2.53343 -0.3 0.3 0.2
H -1.43488 -2.48660 4.33819 0.1 0.2 -0.4
C 0.43979 -3.91238 -5.25393 0.4 -0.7 -1.6
Ag -1.81345 -4.36486 1.45432 0.1 -0.7 0.2
H -0.93502 1.97315 2.59618 -0.1 0.1 0.2
H 1.65788 6.27774 1.78794 -0.4 0.1 -0.2
C 0.02811 2.44761 2.40165 0.5 0.4 -1.4
H 0.64459 4.39660 4.09403 -0.1 -0.1 0.1
C -2.58745 -4.31592 4.52919 2.4 -0.5 0.5
H -0.64047 -3.76472 -5.30733 0.0 0.3 0.8
H 3.81484 2.45320 -1.80647 0.2 -0.3 -0.6
H 1.95142 6.67533 3.41884 -0.3 0.0 0.3
C 0.52406 3.09518 -2.73898 0.4 -0.3 0.2
N -0.41693 6.80442 4.36091 0.3 -0.9 -0.1
H -4.81558 -1.93962 3.08780 0.2 -0.3 0.2
H 0.79544 2.07722 3.08521 -0.1 0.4 0.4
H 1.40190 2.37206 -0.92540 0.4 0.6 0.1
N -1.61441 -5.09225 3.67853 -1.4 -1.1 -0.3
C 1.30321 -2.69125 -5.01240 -1.1 0.6 -0.6
H -1.89317 -6.05637 3.85876 0.0 -0.1 -0.5
H 0.37408 2.15930 1.40762 -0.2 -0.6 0.0
H 3.06942 -0.36198 -4.39796 -0.1 -0.2 0.1
N -1.67704 -4.24580 -1.98242 -2.6 0.6 1.5
H -0.37571 7.79717 4.19084 -0.4 0.1 0.3
O -2.88192 -2.76381 2.78485 -0.2 0.6 1.0
H 0.67320 0.60229 -2.07536 0.2 -0.4 0.3
C 2.94499 -0.00582 -5.42498 0.9 -0.1 0.3
H 1.03669 7.81035 2.44648 -0.1 0.0 -0.1
O -0.04179 3.85614 2.22422 0.1 -0.3 0.3
C 1.65827 2.34563 -1.98624 -0.6 -0.1 -1.0
H 2.41912 0.94609 -5.33112 -0.6 -0.2 -0.5
H -3.15434 -2.29073 4.79298 0.1 0.3 -0.1
H 2.36266 -2.94085 -5.04309 0.0 0.0 0.4
H 3.10960 3.19041 -3.37719 0.3 -0.7 -0.1
H 0.72452 -4.75845 -4.62832 -0.3 0.1 0.3
C 0.09166 4.64845 -1.03371 -1.1 2.6 0.5
H -0.78618 5.31475 -1.01781 -0.3 -0.4 -0.4
O 1.42481 -4.09323 0.08020 -0.4 -0.2 -2.9
H -1.12626 4.32222 3.88597 -0.1 0.3 0.2
O -0.41692 -4.32518 -2.23358 3.0 0.3 -0.6
H -0.21444 3.82901 -0.38666 0.6 -0.5 -0.4
O -2.05797 -4.56680 -0.85561 0.4 -0.3 -0.8
N 1.53379 -3.91226 1.34694 0.8 1.7 2.9
H -0.14911 -2.06153 -3.88241 -0.2 -0.4 1.0
O 0.23928 -1.75958 -0.92796 1.3 -0.6 -2.4
H 1.08551 -1.12623 -3.69257 0.6 0.0 0.7
N -0.34493 -1.48506 0.19248 -0.7 -0.3 3.5
H 0.60759 -4.27915 -6.27305 0.4 0.1 0.0
Fe 1.24336 -3.24039 -1.84643 -4.2 0.3 2.4
H 0.86535 -1.84411 -7.06896 -0.4 -0.5 0.3
H -2.77307 -5.55379 6.34614 0.7 -0.5 -0.3
O -2.44546 -3.86148 -2.83767 1.0 -0.1 -0.2
H -2.81295 -3.89138 6.55554 0.0 -0.1 0.2
C -3.85750 -1.74863 2.59589 0.3 0.4 -0.4
O 0.47932 4.46486 -2.38371 -0.2 -1.4 0.4
C 1.16098 -1.53257 -6.06648 1.0 0.1 0.0
C -0.18276 4.60929 3.40619 0.5 0.3 -0.5
H 3.94452 0.21171 -5.79879 0.0 0.1 0.0
C 2.99716 2.96309 -2.31834 -0.1 0.9 1.1
H -3.43101 -0.81921 2.98082 -0.3 0.2 -0.2
C -0.12385 6.10149 3.07919 -0.7 1.5 1.3
H -1.28899 6.49540 4.76887 -0.2 0.4 -0.1
O 2.44387 -0.99060 -6.30596 -0.1 0.4 -0.2
H -0.65865 -5.12097 4.02241 0.0 0.8 0.2
H 3.04081 3.95982 -1.86751 -0.2 0.0 0.1
O 0.56560 -4.15738 2.09494 1.0 -0.2 -1.5
H -4.05311 -1.67412 1.52712 0.1 0.1 0.0
N 1.60930 0.89282 -2.34464 -0.1 0.6 -0.4
H 0.63638 3.07017 -3.82379 0.4 -0.1 0.0
N 0.85220 -2.12721 -3.67629 0.7 0.2 -0.4
H -1.25493 -4.47272 6.32524 0.3 -0.7 -0.4
H 0.48945 -0.72435 -5.74748 -0.2 -0.2 0.2
O 2.57635 -3.44404 1.78624 -0.7 -0.6 -0.8
H 0.76772 5.35005 -0.53418 0.7 -0.8 0.1

(5)
20
Properties=species:S:1:pos:R:3:forces:R:3 method="wB97M-V/def2-TZVPD" total_energy_ha=-328.16536 mol_weight_g_mol=103.2 largest_force_ev_per_a=3.3
C -0.45833 1.29035 2.13739 -0.7 -1.7 -0.7
C 0.07466 -1.01963 -0.71159 -1.4 -2.5 1.5
H -2.00232 -0.94840 -0.24235 -0.1 0.1 -0.1
H -1.02358 -1.07030 -2.55489 0.0 0.0 0.0
C -0.09413 -1.45786 -2.14247 0.3 0.8 0.0
H 1.25530 -1.45794 0.74332 -0.1 0.0 0.0
H -0.37960 1.35434 -1.32130 0.0 0.2 0.0
H 0.98103 2.55834 0.13259 -0.2 -0.1 0.2
H -0.68498 0.49093 1.24790 0.7 2.2 1.5
H -0.10650 -2.54765 -2.19720 0.0 0.1 0.2
H 2.03572 1.03270 0.25951 0.1 -0.1 0.1
H -0.78044 2.32108 2.00946 0.0 0.0 -0.4
H -0.92904 -1.51578 1.11816 0.2 0.3 0.2
O 1.28615 -1.48005 -0.22052 -0.1 0.6 -0.3
N 0.46085 0.88029 -0.99847 0.9 1.0 0.4
C -1.00832 -0.97974 0.18089 0.7 -0.8 -1.5
H -1.08607 0.84614 2.90975 0.0 0.1 0.3
C 1.15065 1.51802 -0.13193 -0.1 0.0 -1.2
H 0.56293 1.27108 2.51031 0.1 0.0 -0.1
H 0.74603 -1.08591 -2.72855 0.0 0.0 -0.2

(6)
77
Properties=species:S:1:pos:R:3:forces:R:3 method="wB97M-V/def2-TZVPD" total_energy_ha=-2502.50980 mol_weight_g_mol=946.6 spin_multiplicity=3 largest_force_ev_per_a=0.2 charge=+1 s_squared=2.008
C 3.82476 -0.33876 2.61513 0.0 0.0 0.0
H 3.17205 -1.03554 4.53372 0.0 0.0 0.0
H -1.48825 1.79065 -1.47328 0.0 0.0 0.0
C -2.73603 4.80400 -2.41041 0.0 0.0 0.0
C -2.76595 -3.71361 -4.21226 0.0 0.0 0.0
C -2.92011 -1.40722 -3.45274 0.0 0.0 0.0
C 5.29514 -1.14448 4.36781 0.0 0.0 0.0
C 1.04516 -2.92001 -0.00086 0.0 0.0 0.0
C -0.12982 -4.85438 -1.02754 0.0 0.0 0.0
C -1.42878 -5.35800 -3.09402 0.0 0.0 0.0
C -1.94947 0.33150 1.82867 0.0 0.0 -0.1
N 0.22045 3.61673 -0.62543 0.0 0.1 0.0
N 2.51637 -0.01019 2.16597 0.0 -0.1 0.0
C -2.79084 -0.28983 0.75589 0.0 0.0 0.0
H -2.31876 2.18881 4.47029 0.0 0.0 0.0
H -4.50563 2.67936 -4.36298 0.0 0.0 0.0
C 1.93559 2.68750 -1.35277 0.0 0.1 0.0
C -2.29933 -5.00845 -4.11623 0.0 0.0 0.0
O -0.04497 -0.47157 0.73421 0.0 0.0 0.0
H 2.79290 2.45183 -1.95994 0.0 0.0 0.0
C -0.52127 0.14518 1.76941 0.0 0.0 0.0
C -3.20525 0.68991 -3.30704 0.0 0.0 0.0
C -2.09728 2.52451 -1.99120 0.0 0.0 0.0
C -3.01256 2.09767 -2.94641 0.0 0.0 0.0
C -2.36146 -2.75276 -3.28284 0.0 0.0 0.0
O 1.31243 2.92956 4.41044 0.0 0.0 0.0
C -0.43133 1.42171 3.84104 0.0 0.0 0.0
N 0.98385 -3.93484 -0.84333 0.0 -0.1 0.0
H -1.44744 4.33365 0.32970 0.0 0.0 0.0
H -0.39649 2.64374 5.57420 0.0 0.0 0.0
C 2.65949 -2.81353 -1.36979 0.1 0.0 0.0
C 6.39956 -0.96901 3.54852 0.0 0.0 0.0
H -2.60584 -5.74875 -4.84251 0.0 0.0 0.0
H -1.19359 -2.35041 -1.53010 0.0 0.0 0.0
H 5.41424 -1.53490 5.36918 0.0 0.0 0.0
H -0.07831 2.38961 1.07709 0.0 0.0 0.0
C -1.03218 -4.41490 -2.15841 0.0 0.0 0.0
C 4.94367 -0.22173 1.79359 0.0 0.0 -0.2
C -1.78253 1.59174 3.74306 -0.1 -0.1 -0.1
N 1.12555 3.67517 -1.62558 0.0 -0.1 0.0
O -2.40445 -0.30732 -2.83550 0.0 0.0 0.1
H -3.82946 -0.00532 0.90266 0.0 0.0 0.0
H -3.44314 -3.42173 -5.00245 0.0 0.0 0.0
H -0.66957 -4.88299 -0.08025 0.0 0.0 0.0
H -2.61629 5.86226 -2.21185 0.0 0.0 0.0
C 0.31324 2.07672 4.96937 0.0 0.0 0.0
N -4.10399 0.24732 -4.11493 0.0 0.0 0.0
C 0.50296 2.62434 0.20207 0.0 0.0 0.0
C -3.66025 4.37695 -3.35255 0.0 0.0 0.0
H 0.77209 1.32345 5.62266 0.0 0.0 0.0
N 2.00434 -3.88400 -1.72905 0.0 0.0 0.0
H 0.32079 -2.70761 0.76508 0.0 0.0 0.0
H 7.06741 -0.40346 1.59209 0.0 0.0 0.0
H -2.70973 -1.37923 0.78513 0.0 0.0 0.0
N -3.91931 -1.11379 -4.20921 0.0 0.0 0.0
C -1.49445 -3.10263 -2.25368 0.0 0.0 0.0
Pt 2.02515 -0.08643 0.06710 0.0 0.2 0.1
N 2.10161 -2.17088 -0.29981 -0.1 -0.2 -0.1
C -1.00645 4.39714 -0.66635 0.0 0.0 0.0
H -2.45599 0.02000 -0.23511 0.0 0.0 0.0
N 1.59232 1.99713 -0.22471 -0.1 -0.1 -0.1
H -0.74642 5.43504 -0.86127 0.0 0.0 0.0
H -4.26315 5.09997 -3.88470 0.0 0.0 0.0
C 4.02831 -0.84324 3.90095 -0.1 0.0 0.0
I 4.81493 0.36826 -0.21796 0.1 0.0 0.1
H 0.27658 -5.84400 -1.22100 0.0 0.0 0.0
C -1.96027 3.88339 -1.72191 0.0 0.0 0.0
H 3.55529 -2.47673 -1.86372 0.0 0.0 0.0
H 2.02795 0.65265 4.01229 0.0 0.0 0.0
H -1.05491 -6.37220 -3.02494 0.0 0.0 0.0
H 1.66236 3.49857 5.10358 0.0 0.0 0.0
C 6.21766 -0.51672 2.25106 0.0 0.0 0.1
H 7.39412 -1.20482 3.90033 0.0 0.0 0.0
N -2.53076 1.03318 2.76417 0.0 0.1 0.1
C 1.65347 0.42970 3.01745 0.0 0.1 0.1
C -3.79966 3.03035 -3.62368 0.0 0.0 0.0
C 0.23998 0.66670 2.83644 0.1 0.0 0.0

(7)
15
Properties=species:S:1:pos:R:3:forces:R:3 method="wB97M-V/def2-TZVPD" total_energy_ha=-702.03207 mol_weight_g_mol=120.2 largest_force_ev_per_a=1.2 smiles="[H]/N=C(/N)SCCO"
H 0.66355 -1.46876 1.47558 0.0 -0.3 0.0
N -0.93183 1.54381 -0.34491 0.7 0.1 0.0
C 1.70022 0.21697 0.78117 -0.1 0.7 0.0
H 1.66373 -1.81338 0.01342 0.1 0.1 0.5
C 1.00388 -1.08668 0.51467 0.3 -0.7 -0.1
N -2.33455 0.07854 0.76748 -0.2 0.4 -0.8
H -1.39830 2.35186 0.04621 -0.1 -0.4 0.1
H 2.34469 0.36797 -1.06445 -0.5 0.9 0.7
H 0.03984 1.65104 -0.61418 -0.2 0.1 -0.1
S -0.33584 -1.05685 -0.67813 -0.5 0.4 -0.5
C -1.32818 0.29566 0.01778 -0.4 0.2 0.2
H 2.63105 0.06138 1.33750 -0.1 -0.1 0.0
H 1.03635 0.81581 1.41734 0.2 0.1 -0.2
H -2.64927 -0.85787 0.56340 0.0 -0.5 0.7
O 1.95637 0.98617 -0.39556 0.6 -0.9 -0.5